Molecular formula: C26H63N4O14
Method: DFT, ωB97M-V/def2-TZVPD

M   655.80 g mol⁻¹
Calculated total energy   -62591.9693 eV
Energy relative to the best compared isomer or geometry (same formula, charge and spin)   2.921 eV
E_LUMO   -0.889 eV
Total charge   -1
Multiplicity   1

Last columns: bonded neighbours and bond lengths (Å).
Atoms and positions in Å:
1 C 6.55189 7.39672 -6.40187  C2 1.646, H10 1.090, H11 1.090, H12 1.090
2 C 6.13105 5.81661 -6.20976  C1 1.646, C3 1.590, N6 1.533, H13 1.090
3 C 6.38714 5.42659 -4.68948  C2 1.590, O4 1.398, H14 1.090, H15 1.090
4 O 5.56844 4.32338 -4.42909  C3 1.398, C5 1.414
5 C 5.70756 3.66351 -3.18632  O4 1.414, H16 1.090, H17 1.090, H18 1.090
6 N 4.64829 5.66516 -6.56620  C2 1.533, H7 1.010, H8 1.010, H9 1.010
7 H 4.15425 6.42383 -6.11848  N6 1.010
8 H 4.57275 5.67557 -7.57332  N6 1.010
9 H 4.26919 4.86040 -6.08792  N6 1.010
10 H 7.61474 7.50215 -6.18430  C1 1.090
11 H 5.99607 8.03459 -5.71463  C1 1.090
12 H 6.34885 7.64168 -7.44440  C1 1.090
13 H 6.55522 5.17983 -6.98610  C2 1.090
14 H 6.04178 6.26075 -4.07876  C3 1.090
15 H 7.40916 5.11724 -4.47066  C3 1.090
16 H 6.73721 3.30734 -3.15355  C5 1.090
17 H 4.98330 2.85968 -3.05436  C5 1.090
18 H 5.55697 4.41935 -2.41552  C5 1.090
19 C -1.26825 5.63595 -1.82668  C20 1.497, H28 1.090, H29 1.090, H30 1.090
20 C -1.98733 6.67316 -1.02118  C19 1.497, C21 1.557, N24 1.554, H31 1.090
21 C -3.45726 6.81318 -1.51355  C20 1.557, O22 1.442, H32 1.090, H33 1.090
22 O -4.21239 5.68883 -1.02002  C21 1.442, C23 1.397
23 C -5.54048 5.69487 -1.45338  O22 1.397, H34 1.090, H35 1.090, H36 1.090
24 N -1.72265 6.38155 0.48196  C20 1.554, H25 1.010, H26 1.010, H27 1.010
25 H -1.71674 5.40435 0.73720  N24 1.010
26 H -0.79611 6.62545 0.80154  N24 1.010
27 H -2.23683 6.79367 1.24739  N24 1.010
28 H -1.83134 4.70646 -1.74242  C19 1.090
29 H -0.22525 5.46494 -1.56022  C19 1.090
30 H -1.29566 5.93682 -2.87397  C19 1.090
31 H -1.55223 7.64756 -1.24330  C20 1.090
32 H -3.61052 6.74438 -2.59053  C21 1.090
33 H -3.92480 7.75251 -1.21834  C21 1.090
34 H -6.01571 4.74221 -1.21955  C23 1.090
35 H -5.52514 5.84348 -2.53309  C23 1.090
36 H -6.03412 6.56223 -1.01508  C23 1.090
37 C -5.87454 1.06281 3.48446  C38 1.570, H46 1.090, H47 1.090, H48 1.090
38 C -6.08372 0.08612 4.69561  C37 1.570, C39 1.548, N42 1.555, H49 1.090
39 C -7.51943 -0.47468 4.83582  C38 1.548, O40 1.399, H50 1.090, H51 1.090
40 O -7.57862 -1.13654 6.06659  C39 1.399, C41 1.452
41 C -8.97775 -1.44002 6.30929  O40 1.452, H52 1.090, H53 1.090, H54 1.090
42 N -5.00140 -1.02860 4.75696  C38 1.555, H43 1.010, H44 1.010, H45 1.010
43 H -5.18412 -1.75098 5.43877  N42 1.010
44 H -4.80748 -1.54911 3.91340  N42 1.010
45 H -4.11754 -0.64938 5.06531  N42 1.010
46 H -6.57054 1.90012 3.53550  C37 1.090
47 H -6.09875 0.62235 2.51296  C37 1.090
48 H -4.87893 1.50501 3.44846  C37 1.090
49 H -5.97924 0.53649 5.68270  C38 1.090
50 H -7.86309 -1.06286 3.98491  C39 1.090
51 H -8.07545 0.45447 4.96077  C39 1.090
52 H -9.03178 -2.03816 7.21891  C41 1.090
53 H -9.42776 -2.11432 5.58065  C41 1.090
54 H -9.57492 -0.52825 6.29704  C41 1.090
55 C 1.78488 -7.27246 3.17555  C56 1.588, H64 1.090, H65 1.090, H66 1.090
56 C 0.81255 -6.18991 3.81250  C55 1.588, C57 1.543, N60 1.556, H67 1.090
57 C -0.53254 -6.87916 4.12452  C56 1.543, O58 1.456, H68 1.090, H69 1.090
58 O -1.41372 -6.11331 4.99394  C57 1.456, C59 1.376
59 C -2.51956 -6.72716 5.53610  O58 1.376, H70 1.090, H71 1.090, H72 1.090
60 N 1.36966 -5.79183 5.21007  C56 1.556, H61 1.010, H62 1.010, H63 1.010
61 H 1.94502 -6.53028 5.58920  N60 1.010
62 H 1.98954 -4.99450 5.22004  N60 1.010
63 H 0.74088 -5.43482 5.91525  N60 1.010
64 H 1.38726 -7.68943 2.25027  C55 1.090
65 H 1.83499 -8.14183 3.83111  C55 1.090
66 H 2.78471 -6.90067 2.95143  C55 1.090
67 H 0.59308 -5.32489 3.18667  C56 1.090
68 H -0.40546 -7.83681 4.62936  C57 1.090
69 H -0.99141 -7.00707 3.14411  C57 1.090
70 H -3.19185 -7.04833 4.74049  C59 1.090
71 H -2.90938 -6.12591 6.35745  C59 1.090
72 H -2.30647 -7.63005 6.10838  C59 1.090
73 C -5.75343 -5.23902 -0.78540  C74 1.500, H77 1.090, H78 1.090, H79 1.090
74 C -5.60083 -4.12957 -1.78374  C73 1.500, O75 1.236, O76 1.272
75 O -4.94776 -3.12388 -1.48558  C74 1.236
76 O -6.08616 -4.28553 -2.94912  C74 1.272
77 H -5.88267 -4.84784 0.22375  C73 1.090
78 H -4.93545 -5.95917 -0.76534  C73 1.090
79 H -6.73579 -5.69948 -0.89051  C73 1.090
80 C 7.12347 -1.16101 2.42557  C81 1.436, H84 1.090, H85 1.090, H86 1.090
81 C 6.65779 -0.63912 3.67940  C80 1.436, O82 1.294, O83 1.263
82 O 5.96100 -1.40760 4.45332  C81 1.294
83 O 6.68259 0.61928 3.78750  C81 1.263
84 H 7.86701 -0.54933 1.91460  C80 1.090
85 H 6.28894 -1.10960 1.72629  C80 1.090
86 H 7.44096 -2.20277 2.47048  C80 1.090
87 C 0.98721 -0.25212 -0.04831  C88 1.587, H91 1.090, H92 1.090, H93 1.090
88 C 0.95877 0.31565 1.43340  C87 1.587, O89 1.277, O90 1.243
89 O 1.23372 1.54306 1.65437  C88 1.277
90 O 0.76061 -0.53164 2.32080  C88 1.243
91 H 0.03671 -0.67640 -0.37179  C87 1.090
92 H 1.68301 -1.07629 -0.20553  C87 1.090
93 H 1.14705 0.59781 -0.71177  C87 1.090
94 C 1.49306 -1.44942 -6.80000  C95 1.594, H98 1.090, H99 1.090, H100 1.090
95 C 0.57907 -0.28107 -7.38225  C94 1.594, O96 1.237, O97 1.281
96 O 0.91858 0.86904 -7.07972  C95 1.237
97 O -0.43845 -0.66987 -8.05577  C95 1.281
98 H 0.89587 -2.34359 -6.62135  C94 1.090
99 H 2.13833 -1.11736 -5.98669  C94 1.090
100 H 2.26079 -1.59699 -7.55954  C94 1.090
101 C 6.26955 -4.75702 -2.99576  C102 1.526, H105 1.090, H106 1.090, H107 1.090
102 C 7.13213 -6.01393 -2.92680  C101 1.526, O103 1.209, O104 1.249
103 O 7.51202 -6.55265 -1.91321  C102 1.209
104 O 7.46754 -6.47695 -4.03770  C102 1.249
105 H 5.72639 -4.53794 -2.07647  C101 1.090
106 H 5.60655 -4.79839 -3.85996  C101 1.090
107 H 6.94367 -3.90133 -3.03380  C101 1.090

Atomic partial charges in e from the Löwdin method, atoms 1 to 8: atom 1 (C): -0.0156, atom 2 (C): -0.2094, atom 3 (C): -0.1713, atom 4 (O): -0.2341, atom 5 (C): -0.0433, atom 6 (N): 0.2282, atom 7 (H): 0.1596, atom 8 (H): 0.1718